Density functional theory data (the ωB97M-V functional and the def2-TZVPD basis) for a 2-piece molecular cluster, C22H25 overall at a distorted geometry.

The geometry in ORCA input format:
```
! wB97M-V def2-TZVPD RIJCOSX def2/J DEFGRID3
* xyz 1 1
C -1.653 -2.274 1.585
C -0.172 -2.168 1.578
C 0.437 -0.940 1.580
C 1.966 -0.945 1.582
C 2.672 -2.326 1.367
C 1.984 -3.486 2.064
C 0.504 -3.515 1.692
H -1.958 -3.314 1.505
H -2.129 -1.911 2.502
H -2.085 -1.727 0.750
H 0.028 -0.134 2.364
H 2.393 -0.219 0.862
H 2.282 -0.613 2.590
H 2.725 -2.502 0.281
H 3.699 -2.287 1.757
H 2.488 -4.420 1.796
H 2.102 -3.426 3.159
H 0.047 -4.138 2.472
H 0.364 -4.106 0.774
C -0.236 0.717 0.573
C 0.120 2.031 1.306
C -0.282 2.306 2.641
C 0.157 3.436 3.326
C 0.906 4.439 2.693
C 1.218 4.243 1.350
C 0.830 3.094 0.669
C -0.404 0.894 -0.858
C -1.302 0.159 -1.636
C -1.437 0.275 -3.078
C -2.293 -0.609 -3.775
C -2.361 -0.619 -5.161
C -1.594 0.287 -5.912
C -0.771 1.201 -5.248
C -0.688 1.214 -3.855
H -1.262 0.340 0.909
H -0.879 1.557 3.180
H -0.043 3.544 4.381
H 1.314 5.283 3.242
H 1.833 4.975 0.833
H 1.158 2.951 -0.364
H 0.028 1.812 -1.318
H -1.963 -0.566 -1.121
H -2.851 -1.346 -3.186
H -3.023 -1.322 -5.673
H -1.689 0.323 -7.004
H -0.185 1.938 -5.813
H 0.005 1.895 -3.360
*
```

Calculated values
energy = -23209.432 eV
ΔE to the lowest compared entry with this formula, charge and spin = 60.4 kcal per mole
HOMO level = -0.416 hartree

Löwdin atomic charge list, values in e, 2 entries:
1. C -0.020
2. C -0.162